Molecular formula: C4H7N3S
Method: DFT, ωB97M-V/def2-TZVPD

Frontier orbital gap = 8.22 eV
Structure (SMILES) = N/N=C1/C=C(N)CS1
HOMO = -7.5 eV

Each line ends with the Löwdin charge.
CARTESIAN COORDINATES (ANGSTROEM)
N (3.29, -0.11, -0.07)  -0.042
N (2.14, -0.93, -0.07)  -0.064
C (1.00, -0.29, -0.08)  -0.642
C (-0.28, -0.94, -0.10)  -0.079
C (-1.37, -0.15, -0.03)  -0.445
N (-2.67, -0.46, 0.07)  0.106
C (-0.97, 1.30, 0.01)  -0.411
S (0.84, 1.46, -0.09)  0.939
H (3.25, 0.62, 0.64)  0.039
H (4.06, -0.74, 0.13)  0.063
H (-0.39, -2.05, -0.01)  0.126
H (-2.84, -1.47, -0.12)  0.125
H (-3.32, 0.14, -0.41)  0.101
H (-1.45, 1.87, -0.84)  0.098
H (-1.29, 1.74, 0.97)  0.087

=====

Molecular formula: C4H7N4
Method: DFT, ωB97M-V/def2-TZVPD

Frontier orbital gap (spin up / spin down) = 8.51 / 8.51 eV
HOMO (spin up / spin down) = -13.6 / -13.6 eV
Total charge = +1

Each line ends with the Löwdin charge.
CARTESIAN COORDINATES (ANGSTROEM)
C (1.07, 1.25, 0.97)  -0.246
C (-0.02, -0.82, 1.09)  -0.112
C (-0.59, 0.57, -1.43)  -0.255
C (-0.15, 0.53, 0.91)  -0.151
N (2.05, 1.73, 1.32)  0.210
N (1.14, -1.55, 1.25)  0.178
N (0.29, 1.13, -2.00)  0.316
N (-1.71, 0.03, -1.52)  0.221
H (-0.89, -1.47, 1.03)  0.134
H (-1.00, 1.02, 1.08)  0.076
H (1.21, -2.52, 1.09)  0.113
H (1.93, -0.97, 1.20)  0.080
H (1.26, 1.05, -1.84)  0.108
H (-2.13, -0.21, -2.37)  0.139
H (-2.43, 0.21, -0.76)  0.189

=====

Molecular formula: C4H7N4S
Method: DFT, ωB97M-V/def2-TZVPD

Frontier orbital gap = 8.06 eV
HOMO = -4.7 eV
Total charge = -1

Each line ends with the Löwdin charge.
CARTESIAN COORDINATES (ANGSTROEM)
C (-0.32, 1.83, 1.03)  -0.647
C (1.24, -0.82, -0.40)  -0.150
C (-0.84, -2.17, -0.51)  -0.184
C (-0.29, -0.76, -0.18)  -0.714
N (0.86, 2.10, 0.48)  -0.081
N (-1.11, 2.89, 1.23)  -0.079
N (0.78, 3.40, 0.29)  -0.154
N (-0.38, 3.86, 0.74)  -0.168
S (-0.91, -0.06, 1.48)  0.725
H (1.70, -1.39, 0.29)  0.007
H (1.40, -1.31, -1.45)  0.100
H (1.62, 0.25, -0.27)  0.056
H (0.03, -2.85, -0.91)  0.074
H (-1.72, -2.19, -1.34)  0.100
H (-1.31, -2.71, 0.38)  0.059
H (-0.76, -0.07, -0.85)  0.055

=====

Molecular formula: C4H7NO
Method: DFT, ωB97M-V/def2-TZVPD

Frontier orbital gap = 11.21 eV
Structure (SMILES) = COCCC#N
HOMO = -10.4 eV

Each line ends with the Löwdin charge.
CARTESIAN COORDINATES (ANGSTROEM)
C (-0.52, -1.85, -1.04)  -0.112
O (0.28, -0.69, -0.90)  -0.191
C (0.14, -0.05, 0.34)  -0.245
C (0.03, 1.45, 0.07)  -0.151
C (-0.17, 2.21, 1.31)  -0.226
N (-0.36, 2.76, 2.31)  0.139
H (-0.29, -2.60, -0.27)  0.092
H (-1.59, -1.60, -0.97)  0.092
H (-0.31, -2.27, -2.02)  0.090
H (-0.76, -0.39, 0.87)  0.126
H (1.01, -0.26, 0.98)  0.133
H (-0.81, 1.63, -0.61)  0.127
H (0.94, 1.80, -0.44)  0.126

=====

Molecular formula: C4H7NO
Method: DFT, ωB97M-V/def2-TZVPD

Frontier orbital gap = 8.32 eV
Structure (SMILES) = NC(O)=C1CC1
HOMO = -7.5 eV

Each line ends with the Löwdin charge.
CARTESIAN COORDINATES (ANGSTROEM)
N (-1.39, -0.06, -1.39)  0.200
C (-1.01, 0.43, -0.21)  -0.461
O (-1.93, 1.02, 0.54)  0.071
C (0.25, 0.48, 0.35)  -0.242
C (1.52, -0.11, -0.12)  -0.161
C (0.90, -0.59, 1.15)  -0.139
H (-0.69, -0.49, -1.95)  0.112
H (-2.28, 0.21, -1.78)  0.116
H (-1.20, 1.29, 1.20)  0.143
H (1.55, -0.79, -0.95)  0.085
H (2.42, 0.51, -0.05)  0.093
H (1.37, -0.32, 2.08)  0.083
H (0.49, -1.58, 1.13)  0.100

=====

Molecular formula: C4H7NO
Method: DFT, ωB97M-V/def2-TZVPD

Frontier orbital gap = 8.68 eV
HOMO = -8.0 eV

Each line ends with the Löwdin charge.
CARTESIAN COORDINATES (ANGSTROEM)
O (1.77, 0.18, -1.40)  0.069
C (0.59, -0.34, -1.28)  -0.162
C (0.34, -1.10, 0.01)  -0.225
N (-0.77, -0.50, 0.76)  -0.103
C (-0.51, 0.92, 1.03)  -0.157
C (-1.30, 0.53, -0.17)  -0.166
H (2.28, -0.01, -0.59)  0.108
H (-0.81, 0.32, -1.32)  0.109
H (1.23, -1.19, 0.65)  0.113
H (0.06, -2.12, -0.29)  0.121
H (0.49, 1.32, 0.86)  0.096
H (-1.00, 1.31, 1.92)  0.104
H (-2.37, 0.67, -0.19)  0.092